Record 1
{"formula": "C29H31BF10N11S3Sc", "method": "the ωB97M-V functional and the def2-TZVPD basis", "species": ["F", "N", "N", "H", "H", "F", "H", "H", "C", "N", "B", "H", "C", "S", "C", "H", "C", "C", "C", "F", "C", "C", "F", "H", "S", "F", "H", "H", "H", "H", "F", "H", "C", "F", "F", "H", "C", "H", "C", "C", "C", "C", "H", "Sc", "C", "F", "C", "C", "C", "H", "C", "N", "H", "H", "C", "C", "H", "H", "C", "N", "H", "C", "H", "N", "H", "H", "C", "N", "N", "N", "C", "F", "C", "C", "N", "H", "H", "H", "H", "H", "C", "H", "S", "N", "C", "H"], "positions_angstrom": [[5.483, 2.884, 1.611], [-3.504, -1.224, -3.037], [1.343, -3.867, -1.266], [1.801, -5.487, 1.505], [0.001, -3.160, -2.708], [2.365, -1.732, -5.689], [1.030, -5.987, -1.102], [-3.737, 1.425, -1.705], [0.963, -2.658, 4.291], [1.944, -3.478, 0.783], [2.313, -2.776, 2.113], [-2.920, -2.350, 2.643], [2.726, 1.254, -2.944], [-0.945, -2.133, 0.921], [-2.547, -2.528, 3.645], [0.305, 2.650, -3.582], [-2.303, -0.717, -2.704], [3.402, 3.660, 0.813], [2.498, -0.752, -4.786], [1.370, 4.437, -0.016], [4.178, 2.683, 1.411], [0.976, -3.646, -2.648], [0.260, -1.016, -4.242], [-1.691, 2.563, 1.640], [-3.104, 0.511, 2.392], [4.288, 0.574, 2.447], [-4.450, 2.110, 4.202], [-2.422, 4.132, 0.023], [2.904, -1.760, 1.905], [-1.993, 1.868, -3.114], [2.889, 2.219, -2.026], [0.940, -4.608, -3.155], [2.055, 3.450, 0.594], [1.627, 0.234, 2.086], [4.775, -0.498, -5.352], [-3.502, -1.223, 0.194], [0.007, 2.395, -2.558], [-0.727, -2.681, 5.719], [-2.608, 1.514, 3.633], [3.721, -0.129, -4.621], [2.224, 1.329, 1.594], [-0.307, -2.352, 2.514], [0.508, 3.117, -1.906], [-0.267, 0.201, -0.362], [3.829, 0.890, -3.692], [3.968, 4.804, 0.420], [1.306, -5.076, -0.604], [-4.186, -1.504, -1.873], [-1.553, 3.517, -0.239], [-3.924, 3.166, -1.439], [1.407, 2.264, 0.947], [0.398, 1.007, -2.244], [-5.176, -1.921, -1.865], [-2.973, -1.788, 4.319], [1.479, 0.636, -3.053], [1.416, -0.358, -4.026], [-1.749, 3.595, -2.835], [-0.645, 1.189, 3.307], [1.719, -2.901, -0.401], [-2.173, -0.653, -1.397], [1.882, -2.805, 4.829], [-3.348, -1.149, -0.867], [-1.554, -0.414, -3.413], [0.961, -2.521, 2.922], [-0.859, 4.156, -0.780], [1.713, -3.008, -3.128], [1.685, -4.825, 0.667], [-1.102, -2.417, 3.621], [0.077, 1.942, 0.739], [-1.300, 1.633, 3.935], [-0.900, 2.989, 1.024], [5.001, 1.503, -3.512], [-1.491, 2.588, -2.466], [-3.427, 2.255, -1.075], [-3.469, 2.238, 4.375], [2.940, -3.563, 2.785], [-3.761, 2.055, -0.057], [-3.828, -1.385, -3.974], [-0.449, 3.812, 1.589], [-0.959, 2.359, 4.543], [-0.310, -2.599, 4.732], [-2.830, -3.531, 3.966], [1.888, -1.252, -0.852], [-1.972, 2.395, -1.100], [3.575, 1.503, 1.813], [-3.181, 2.728, 5.204]], "total_energy_ha": -4704.98898, "de_lowest_ev": 0.620, "lumo_ha": 0.005, "total_charge": 0}



Record 2
{"formula": "C29H31BrN3O17PS", "method": "the ωB97M-V functional and the def2-TZVPD basis", "species": ["H", "N", "O", "O", "H", "C", "H", "S", "H", "C", "H", "N", "O", "C", "H", "C", "C", "O", "C", "H", "O", "O", "O", "H", "O", "C", "C", "O", "H", "O", "H", "N", "O", "H", "C", "H", "H", "H", "H", "H", "C", "C", "O", "P", "C", "O", "H", "C", "C", "C", "C", "C", "C", "H", "H", "C", "H", "C", "C", "H", "H", "H", "C", "H", "Br", "H", "C", "C", "C", "C", "O", "C", "O", "H", "O", "O", "C", "C", "H", "H", "H", "H", "H"], "positions_angstrom": [[4.756, -3.869, -11.372], [-1.535, 0.616, 11.644], [3.882, -4.969, -12.786], [-1.358, 1.706, 5.189], [-0.401, 1.267, 7.210], [-3.031, 2.293, -1.829], [-1.042, -0.403, -2.808], [1.212, 3.827, 9.944], [-2.253, 0.776, 12.337], [-2.282, 2.471, 3.189], [1.304, 0.704, -2.926], [-1.958, -0.867, 9.317], [0.339, 1.472, 9.130], [-4.395, 0.662, -2.949], [1.965, -2.083, -9.990], [1.084, 2.533, 8.709], [2.675, -0.724, -6.691], [-3.372, -1.286, -3.717], [-3.187, -0.228, -3.148], [1.012, 2.601, 4.426], [-0.610, 4.180, 0.586], [2.746, -1.493, -7.632], [1.132, -0.112, -3.441], [1.469, -5.452, -13.764], [-0.761, -4.256, -12.916], [1.540, -4.726, -12.967], [0.323, 3.381, 2.568], [-5.514, 0.163, -3.443], [1.278, 4.262, 1.251], [1.467, 3.859, 2.121], [-0.678, -2.806, 7.488], [1.370, -2.904, 6.956], [-3.427, 1.980, 3.631], [1.274, -1.850, -5.461], [-0.844, 3.594, 1.627], [-0.926, 2.796, -1.176], [1.631, 3.020, 10.919], [-2.777, -0.284, 9.173], [0.764, -1.208, 9.496], [-5.278, -0.701, -3.832], [1.856, -0.941, -5.516], [0.587, -3.061, -11.367], [-0.699, 1.923, -1.564], [-1.681, -0.780, 10.970], [2.660, 1.257, -4.641], [-2.822, 3.335, -1.236], [-2.739, -1.550, 11.473], [3.507, 0.534, -6.774], [0.308, -2.667, 7.939], [2.959, -3.448, -11.284], [0.473, -4.077, -12.479], [-1.827, 1.414, -2.042], [-0.686, 1.052, 8.242], [-1.324, -3.657, -12.389], [-1.334, -0.731, 7.363], [3.494, 1.464, -5.808], [1.097, -2.569, 6.046], [-4.316, 1.847, -2.325], [-1.121, 2.274, 4.135], [-1.611, 1.598, 8.444], [0.438, -3.380, 8.748], [-2.971, 3.248, 1.328], [0.184, 2.758, 3.748], [0.666, 3.019, 7.830], [2.876, 1.871, 8.176], [1.127, -0.702, 7.882], [2.849, -4.448, -12.410], [1.847, -0.013, -4.550], [0.380, -1.227, 8.480], [-2.147, 3.095, 2.010], [4.192, -3.278, -10.837], [-1.901, 0.230, -2.659], [2.564, 2.038, -3.714], [-3.240, 1.593, 4.507], [-0.443, -2.520, -11.011], [4.234, 0.627, -7.873], [-0.921, -0.452, 8.337], [1.892, -2.798, -10.798], [1.602, -3.882, 6.891], [4.054, -0.181, -8.392], [-0.569, -1.612, 11.095], [4.083, 2.368, -5.859], [-5.174, 2.489, -2.178]], "total_energy_ha": -5880.51561, "lumo_ha": -0.068, "smiles": "N=[PH2]N[C@H](CCN)CO[C@@H](S)Br.O=C1C=C(O)C(=O)C=C1O.O=C1C=C(O)C(=O)C=C1O.O=C1C=C(O)C(=O)C=C1O.O=C1C=C(O)C(=O)C=C1O", "total_charge": 0}



Record 3
{"formula": "C29H31LiN3O4SSb2", "method": "the ωB97M-V functional and the def2-TZVPD basis", "species": ["H", "H", "C", "H", "C", "C", "C", "H", "C", "C", "C", "N", "Li", "C", "O", "C", "H", "H", "H", "C", "H", "C", "C", "H", "H", "C", "C", "H", "C", "C", "C", "H", "O", "C", "O", "H", "H", "C", "H", "C", "H", "H", "H", "C", "N", "H", "O", "H", "C", "C", "H", "C", "Sb", "C", "S", "H", "Sb", "H", "H", "H", "H", "C", "C", "H", "H", "H", "H", "H", "C", "C", "N"], "positions_angstrom": [[3.876, -2.141, -3.127], [-1.739, 7.955, 0.841], [1.612, 7.205, -0.887], [2.856, 0.726, -0.795], [3.896, -4.235, -2.639], [1.052, 1.491, -2.676], [-0.345, 8.387, -0.742], [1.114, -6.203, -2.195], [1.735, -5.347, -2.463], [1.072, -4.103, -2.779], [3.141, -5.391, -2.384], [-1.524, -1.319, 3.082], [-0.112, -2.324, 2.275], [-2.764, -1.407, 2.669], [-4.085, -2.546, 0.975], [-3.064, -5.067, -0.523], [3.634, -6.364, -2.195], [-2.458, 2.487, -0.188], [1.173, 1.405, 1.435], [0.099, 6.804, 0.967], [-0.852, -3.409, -3.534], [1.316, 6.527, 0.344], [0.557, 3.379, 2.021], [-0.792, -5.129, -2.977], [0.388, -1.814, -4.070], [-3.306, 0.345, 4.191], [-2.983, -2.346, 1.518], [4.985, -4.250, -2.499], [-0.447, 4.318, 1.797], [-1.597, 2.772, 0.457], [1.296, -1.653, -3.492], [-2.856, -5.650, 0.397], [0.975, 0.960, 3.861], [-0.374, -4.108, -2.848], [1.090, -1.147, 3.128], [2.228, -0.364, 0.482], [1.965, -0.997, -4.067], [-1.555, 4.019, 1.013], [-2.409, 4.717, 0.964], [2.521, -0.297, -0.584], [2.042, 5.866, 0.834], [-3.197, -5.706, -1.377], [-4.015, 0.863, 4.847], [-1.041, -0.295, 3.750], [0.798, 8.145, -1.363], [3.216, -1.078, -0.884], [-1.769, -2.841, 1.161], [2.445, 6.970, -1.567], [-3.744, -0.659, 3.330], [1.901, -2.930, -3.046], [0.307, -5.611, -0.308], [3.294, -3.044, -2.977], [0.696, -0.458, -1.721], [0.476, -0.136, 3.607], [-0.284, 5.916, 2.474], [-0.453, -5.015, 1.242], [-1.466, -3.601, -0.780], [-3.947, -4.436, -0.315], [1.360, 3.524, 2.762], [-4.783, -0.862, 3.171], [-0.943, 9.135, -1.263], [0.041, -4.749, 0.286], [-0.753, 7.726, 0.409], [-1.559, 1.527, 4.817], [2.050, 1.818, -2.344], [0.954, -4.169, 0.438], [0.227, 2.162, -2.360], [0.990, 1.351, -3.757], [0.413, 2.174, 1.323], [-1.955, 0.656, 4.276], [-0.624, 1.870, 0.581]], "total_energy_ha": -2475.19122, "de_lowest_ev": 0.000, "lumo_ha": 0.078, "total_charge": -1}



What did the third record say?
{"formula": "C29H31LiN3O4SSb2", "method": "the ωB97M-V functional and the def2-TZVPD basis", "species": ["H", "H", "C", "H", "C", "C", "C", "H", "C", "C", "C", "N", "Li", "C", "O", "C", "H", "H", "H", "C", "H", "C", "C", "H", "H", "C", "C", "H", "C", "C", "C", "H", "O", "C", "O", "H", "H", "C", "H", "C", "H", "H", "H", "C", "N", "H", "O", "H", "C", "C", "H", "C", "Sb", "C", "S", "H", "Sb", "H", "H", "H", "H", "C", "C", "H", "H", "H", "H", "H", "C", "C", "N"], "positions_angstrom": [[3.876, -2.141, -3.127], [-1.739, 7.955, 0.841], [1.612, 7.205, -0.887], [2.856, 0.726, -0.795], [3.896, -4.235, -2.639], [1.052, 1.491, -2.676], [-0.345, 8.387, -0.742], [1.114, -6.203, -2.195], [1.735, -5.347, -2.463], [1.072, -4.103, -2.779], [3.141, -5.391, -2.384], [-1.524, -1.319, 3.082], [-0.112, -2.324, 2.275], [-2.764, -1.407, 2.669], [-4.085, -2.546, 0.975], [-3.064, -5.067, -0.523], [3.634, -6.364, -2.195], [-2.458, 2.487, -0.188], [1.173, 1.405, 1.435], [0.099, 6.804, 0.967], [-0.852, -3.409, -3.534], [1.316, 6.527, 0.344], [0.557, 3.379, 2.021], [-0.792, -5.129, -2.977], [0.388, -1.814, -4.070], [-3.306, 0.345, 4.191], [-2.983, -2.346, 1.518], [4.985, -4.250, -2.499], [-0.447, 4.318, 1.797], [-1.597, 2.772, 0.457], [1.296, -1.653, -3.492], [-2.856, -5.650, 0.397], [0.975, 0.960, 3.861], [-0.374, -4.108, -2.848], [1.090, -1.147, 3.128], [2.228, -0.364, 0.482], [1.965, -0.997, -4.067], [-1.555, 4.019, 1.013], [-2.409, 4.717, 0.964], [2.521, -0.297, -0.584], [2.042, 5.866, 0.834], [-3.197, -5.706, -1.377], [-4.015, 0.863, 4.847], [-1.041, -0.295, 3.750], [0.798, 8.145, -1.363], [3.216, -1.078, -0.884], [-1.769, -2.841, 1.161], [2.445, 6.970, -1.567], [-3.744, -0.659, 3.330], [1.901, -2.930, -3.046], [0.307, -5.611, -0.308], [3.294, -3.044, -2.977], [0.696, -0.458, -1.721], [0.476, -0.136, 3.607], [-0.284, 5.916, 2.474], [-0.453, -5.015, 1.242], [-1.466, -3.601, -0.780], [-3.947, -4.436, -0.315], [1.360, 3.524, 2.762], [-4.783, -0.862, 3.171], [-0.943, 9.135, -1.263], [0.041, -4.749, 0.286], [-0.753, 7.726, 0.409], [-1.559, 1.527, 4.817], [2.050, 1.818, -2.344], [0.954, -4.169, 0.438], [0.227, 2.162, -2.360], [0.990, 1.351, -3.757], [0.413, 2.174, 1.323], [-1.955, 0.656, 4.276], [-0.624, 1.870, 0.581]], "total_energy_ha": -2475.19122, "de_lowest_ev": 0.000, "lumo_ha": 0.078, "total_charge": -1}